No. 1
{
  "formula": "C4H5NS",
  "method": "ωB97M-V/def2-TZVPD",
  "symbols": ["S", "C", "C", "C", "C", "N", "H", "H", "H", "H", "H"],
  "xyz": [[-1.356, -0.263, -1.359], [-1.489, 0.637, 0.120], [-0.436, 0.815, 1.008], [0.872, 0.183, 0.742], [1.090, -0.624, -0.334], [0.172, -0.908, -1.343], [-2.436, 1.063, 0.345], [-0.555, 1.418, 1.906], [1.646, 0.289, 1.486], [1.996, -1.187, -0.399], [0.496, -1.424, -2.170]],
  "forces_ev_per_angstrom": [[-2.702, 0.562, -1.111], [3.487, 0.331, 2.596], [-1.704, -0.489, -2.167], [-0.181, -0.670, -0.859], [-0.668, 0.719, 0.989], [2.576, -0.856, 0.532], [-0.739, 0.134, -0.257], [-0.158, -0.192, -0.240], [0.129, -0.104, -0.092], [0.506, -0.072, -0.199], [-0.545, 0.636, 0.807]],
  "smiles": "C1=CNSC=C1",
  "gap_ev": 7.165
}

***

No. 2
{
  "formula": "C4H5NS2",
  "method": "ωB97M-V/def2-TZVPD",
  "symbols": ["C", "C", "C", "C", "H", "H", "H", "H", "H", "N", "S", "S"],
  "xyz": [[1.466, -0.730, -0.684], [0.865, 0.181, 0.436], [-1.556, -1.104, -0.255], [-1.742, -0.531, -1.602], [1.376, -1.797, -0.371], [0.937, -0.636, -1.656], [2.536, -0.487, -0.706], [-0.939, -1.983, -0.408], [-2.544, -1.458, 0.153], [-1.624, -0.097, -2.674], [1.747, 1.307, 1.165], [-0.759, -0.048, 0.981]],
  "forces_ev_per_angstrom": [[-0.556, -0.115, 1.028], [0.569, -1.078, -1.526], [-0.998, -0.617, -0.281], [0.835, 0.806, -1.060], [0.006, 0.638, -0.134], [0.492, 0.220, 0.564], [-0.477, -0.034, -0.433], [0.010, -0.302, 0.076], [1.040, 0.499, -0.245], [-0.533, -0.634, 1.549], [0.205, 0.342, 0.359], [-0.594, 0.273, 0.103]],
  "smiles": "CC(=S)SCC#N",
  "gap_ev": 8.650
}

***

No. 3
{
  "formula": "C4H5NaO6",
  "method": "ωB97M-V/def2-TZVPD",
  "symbols": ["O", "C", "O", "Na", "O", "O", "C", "O", "O", "C", "C", "H", "H", "H", "H", "H"],
  "xyz": [[0.286, -2.082, 1.576], [1.150, -2.292, 0.730], [2.228, -2.838, 1.145], [-1.523, -1.289, 2.571], [1.072, -1.997, -0.572], [-0.659, 1.125, -0.782], [-0.625, 2.359, -0.304], [0.320, 2.864, 0.253], [-1.857, 2.850, -0.313], [0.428, 0.268, -0.441], [0.043, -1.084, -0.999], [-1.850, 3.736, 0.072], [0.549, 0.234, 0.649], [1.357, 0.635, -0.895], [0.002, -1.067, -2.095], [-0.921, -1.422, -0.597]],
  "forces_ev_per_angstrom": [[-0.284, 0.075, 0.081], [-1.055, 0.801, -1.440], [0.535, -0.333, -0.153], [0.134, -0.100, 0.039], [0.819, -0.823, 1.020], [-0.336, -0.704, -0.514], [0.524, 0.481, 2.035], [-0.189, -0.195, -0.677], [-0.401, 0.098, -0.578], [0.103, 0.690, -0.393], [-0.299, 0.168, 0.518], [0.183, 0.064, -0.069], [0.056, 0.117, -0.224], [-0.159, -0.129, 0.192], [0.227, -0.319, 0.420], [0.141, 0.107, -0.257]],
  "gap_ev": [9.477, 6.857],
  "charge": 1,
  "multiplicity": 2
}

***

No. 4
{
  "formula": "C4H5NiO2",
  "method": "ωB97M-V/def2-TZVPD",
  "symbols": ["O", "C", "C", "H", "H", "H", "H", "C", "C", "O", "Ni", "H"],
  "xyz": [[0.436, -1.400, 1.688], [2.098, -2.142, 0.824], [1.280, -1.060, 0.827], [2.886, -2.229, 1.580], [0.993, -0.147, 0.096], [0.252, 2.084, -0.702], [-0.718, 0.011, -2.276], [-1.160, 0.799, -1.665], [-0.472, 1.263, -0.584], [-1.364, 1.385, 0.400], [-2.038, 0.355, 1.697], [-2.191, 1.081, -1.885]],
  "forces_ev_per_angstrom": [[-3.146, 2.204, 1.439], [3.237, 0.197, -1.495], [-1.684, -0.200, -0.577], [-0.345, -0.282, -0.286], [0.946, -1.313, 0.946], [0.881, -1.072, 0.607], [0.021, 0.539, -0.473], [0.069, -2.409, -3.172], [-3.520, 2.748, 2.788], [2.652, 1.079, -0.854], [0.669, -1.145, 0.439], [0.222, -0.346, 0.638]],
  "gap_ev": [3.873, 4.178],
  "multiplicity": 4
}

***

No. 5
{
  "formula": "C4H5NiO5SbSe4",
  "method": "ωB97M-V/def2-TZVPD",
  "symbols": ["Ni", "O", "C", "O", "C", "O", "C", "C", "O", "O", "H", "H", "H", "H", "H", "Se", "Sb", "Se", "Se", "Se"],
  "xyz": [[0.206, -0.067, -0.439], [-1.241, -2.247, -1.711], [-0.384, -1.773, -0.717], [0.581, -2.465, -0.374], [-1.242, -0.976, 0.244], [-0.610, -0.392, 1.338], [-1.366, 0.714, 1.790], [-1.763, 1.668, 0.605], [-2.931, 2.027, 0.549], [-0.828, 1.901, -0.197], [-0.866, -3.076, -2.034], [-1.936, -1.780, 0.572], [-1.877, -0.286, -0.316], [-0.725, 1.263, 2.490], [-2.272, 0.355, 2.299], [5.777, 1.240, -1.980], [3.938, 1.651, -0.517], [1.834, 0.691, -0.771], [0.499, -0.243, -2.365], [5.206, 1.794, 1.533]],
  "forces_ev_per_angstrom": [[-6.671, -0.391, 4.136], [-0.779, -0.178, -0.460], [0.599, -2.304, 0.651], [-0.043, -1.221, 0.458], [-5.049, -3.269, 1.365], [0.214, -0.103, 1.487], [-0.472, 0.783, 0.390], [0.742, -0.353, 0.231], [-1.180, 0.515, 0.280], [-0.211, 0.302, 0.235], [0.299, 0.207, 0.197], [-0.173, 0.237, 0.303], [-0.246, 0.076, 0.074], [-0.116, -0.151, -0.076], [0.108, 0.074, -0.073], [0.223, -0.153, -1.008], [3.218, 1.204, -0.530], [8.752, 4.179, -0.261], [1.456, 0.453, -8.204], [-0.669, 0.092, 0.804]],
  "gap_ev": [4.479, 4.551],
  "charge": -2
}

***

No. 6
{
  "formula": "C4H5O2",
  "method": "ωB97M-V/def2-TZVPD",
  "symbols": ["C", "C", "C", "C", "O", "O", "H", "H", "H", "H", "H"],
  "xyz": [[-0.669, 0.336, -0.666], [-1.935, -1.745, 0.342], [0.511, 0.880, -0.545], [1.543, 0.528, 0.422], [-2.702, -2.555, 0.451], [-0.988, -0.991, 0.179], [-1.716, 0.465, -0.979], [2.144, 1.399, 0.657], [0.630, 1.821, -1.183], [1.040, 0.159, 1.354], [2.143, -0.297, -0.031]],
  "forces_ev_per_angstrom": [[-2.064, 0.140, -0.486], [3.129, 2.047, -1.056], [-1.354, 1.528, -0.875], [0.348, -1.460, 0.756], [-1.093, -0.624, 0.365], [-0.927, -1.747, 1.407], [1.330, 0.764, -0.699], [0.250, -0.130, -0.024], [-0.315, -1.397, 0.730], [0.727, 0.211, -0.747], [-0.029, 0.668, 0.628]],
  "gap_ev": 11.137,
  "charge": 1
}

***

No. 7
{
  "formula": "C4H5O2P",
  "method": "ωB97M-V/def2-TZVPD",
  "symbols": ["C", "C", "C", "C", "O", "O", "P", "H", "H", "H", "H", "H"],
  "xyz": [[0.243, -2.440, -0.051], [0.546, -1.264, 0.101], [2.104, 0.585, 0.394], [0.929, 0.049, 0.326], [-3.412, 1.614, -1.228], [-2.161, -0.412, -0.132], [-2.359, 0.978, -0.422], [-0.205, -3.394, -0.138], [2.252, 1.619, 0.710], [3.102, 0.182, 0.003], [0.056, 0.679, 0.680], [-1.094, 1.805, -0.243]],
  "forces_ev_per_angstrom": [[0.370, 2.666, 0.399], [-0.316, -4.087, -0.994], [4.168, 1.294, -1.064], [-2.788, 1.187, 1.438], [0.798, 0.107, 1.072], [0.186, -1.120, 1.018], [0.393, 2.145, -2.272], [0.086, -0.291, -0.085], [-0.426, -0.189, -0.006], [-1.791, -0.105, 0.773], [1.288, -0.774, -0.271], [-1.968, -0.833, -0.009]],
  "smiles": "O=[PH]=O.C#CC=C",
  "gap_ev": 8.551
}

***

No. 8
{
  "formula": "C4H5O2P",
  "method": "ωB97M-V/def2-TZVPD",
  "symbols": ["C", "C", "C", "C", "O", "O", "P", "H", "H", "H", "H", "H"],
  "xyz": [[1.786, -1.057, -0.250], [-1.203, -1.152, 0.793], [1.274, 0.139, -0.187], [0.180, 1.066, -0.262], [2.391, 0.095, 0.569], [-1.671, -0.880, -0.708], [-1.409, 0.386, 0.147], [2.210, -2.082, -0.393], [-2.152, -1.313, 1.315], [0.439, 1.690, 0.615], [0.414, 1.771, -1.169], [-2.258, 1.337, -0.470]],
  "forces_ev_per_angstrom": [[-0.239, 0.277, -0.940], [-1.016, -1.296, 1.456], [-0.299, -4.387, -1.237], [1.915, 3.128, -0.624], [2.218, 1.129, 1.792], [-0.272, -1.527, -0.640], [0.788, 2.761, -2.212], [-0.907, 1.540, 0.157], [-0.224, -0.728, 0.174], [-0.315, 0.350, -0.186], [-1.263, -1.216, 1.408], [-0.386, -0.028, 0.852]],
  "smiles": "C1=C(C[P@@H]2=CO2)O1",
  "gap_ev": 6.978
}

***

No. 9
{
  "formula": "C4H5O2S",
  "method": "ωB97M-V/def2-TZVPD",
  "symbols": ["C", "C", "C", "C", "O", "O", "S", "H", "H", "H", "H", "H"],
  "xyz": [[-0.779, 4.193, 0.476], [-0.948, 2.755, -0.034], [-0.240, 0.228, 0.389], [0.814, -0.794, 0.201], [-1.808, 4.874, 0.417], [0.369, 4.412, 0.955], [0.336, 1.844, 0.393], [-1.616, 2.640, -0.925], [-1.305, 0.035, -0.033], [0.477, -1.898, 0.458], [1.520, -0.557, 0.926], [1.193, -0.768, -0.894]],
  "forces_ev_per_angstrom": [[0.483, -1.284, 0.331], [-0.362, 1.928, -1.290], [-1.761, 0.494, -1.236], [-1.533, -2.488, -1.951], [-0.217, 0.883, -0.090], [-0.569, 0.560, -0.155], [-0.805, -1.928, 0.399], [0.505, -0.613, 1.172], [1.810, 0.474, 0.856], [0.422, 2.123, -0.645], [2.102, 0.232, 0.837], [-0.076, -0.380, 1.772]],
  "gap_ev": [6.929, 7.132],
  "charge": -1
}

***

No. 10
{
  "formula": "C4H5O2S",
  "method": "ωB97M-V/def2-TZVPD",
  "symbols": ["C", "C", "C", "C", "O", "O", "S", "H", "H", "H", "H", "H"],
  "xyz": [[-2.085, -0.670, 0.148], [-0.775, -0.096, 0.732], [0.461, 0.698, -0.623], [1.770, 0.176, -0.291], [-2.868, -0.967, 1.090], [-2.210, -0.664, -1.092], [-0.302, 1.622, 0.666], [-0.306, -0.806, 1.528], [-0.155, 0.452, -1.467], [2.619, 0.482, -0.987], [1.868, -0.949, -0.330], [1.983, 0.723, 0.627]],
  "forces_ev_per_angstrom": [[-0.267, 1.254, 0.547], [2.418, 0.065, -0.660], [-3.114, -1.716, 2.280], [2.845, -0.632, -1.278], [0.345, -0.346, -0.903], [-0.278, -0.378, 0.379], [-1.099, -0.125, 0.077], [-0.367, 1.655, -1.490], [0.068, 0.145, -0.452], [-0.967, 0.077, 0.361], [-0.202, 1.064, 0.686], [0.617, -1.064, 0.453]],
  "gap_ev": 7.265,
  "charge": -1
}

***

no.,total energy (Eh)
1,-608.282378
2,-1006.510028
3,-768.923557
4,-1813.774618
5,-11885.701325
6,-305.527050
7,-647.144202
8,-646.926138
9,-704.034290
10,-704.056490